C24H21IrN8OS | ωB97M-V with the def2-TZVPD basis set

Element x y z (Å)
Ir (0.1474, -0.2647, 0.4807)
N (-2.0025, 2.9239, 2.2756)
C (-1.5934, 2.4091, 1.1283)
N (-0.9896, 1.2521, 1.3950)
C (-1.0959, 1.1289, 2.7596)
N (-1.7019, 2.1269, 3.3272)
C (-0.5849, -0.1089, 3.3328)
C (-0.5985, -0.4815, 4.6648)
N (-0.1336, -1.6632, 5.0534)
C (0.3377, -2.4764, 4.1210)
C (0.3730, -2.1282, 2.7743)
N (-0.0867, -0.9366, 2.3917)
H (-2.4924, 3.7955, 2.4320)
H (-1.7265, 2.8622, 0.1593)
H (-0.9949, 0.1871, 5.4192)
H (0.7107, -3.4416, 4.4394)
H (0.7639, -2.7816, 2.0078)
S (-0.4602, -3.0194, -3.5028)
C (-1.4265, -3.3851, -2.1125)
C (-2.4709, -4.3132, -2.2771)
C (-3.4422, -4.4649, -1.3154)
C (-3.3625, -3.7144, -0.1411)
C (-2.3074, -2.8562, 0.0838)
C (-1.3095, -2.6927, -0.8833)
N (-0.1987, -1.9349, -0.6022)
C (1.0119, -1.8802, -1.2401)
C (3.0221, -1.6173, -2.2168)
C (4.1702, -1.5720, -2.9963)
C (5.1514, -0.6251, -2.7146)
C (5.0097, 0.2859, -1.6788)
C (3.8521, 0.2981, -0.9103)
C (2.8829, -0.6346, -1.2025)
H (-2.5204, -4.8667, -3.2065)
H (-4.2631, -5.1499, -1.4703)
H (-4.1269, -3.8278, 0.6163)
H (-2.2289, -2.3133, 1.0176)
H (4.3231, -2.2347, -3.8326)
H (6.0442, -0.6017, -3.3242)
H (5.7941, 1.0023, -1.4800)
H (3.7099, 1.0246, -0.1214)
N (1.6000, -0.7785, -0.6455)
C (1.7986, -2.4599, -2.1717)
N (1.2826, -3.5476, -2.9784)
C (1.1457, -4.8440, -2.2122)
C (2.4823, -5.5437, -2.0786)
O (2.9932, -5.8360, -3.3555)
C (3.2941, -4.6380, -4.0268)
C (2.0361, -3.8053, -4.2599)
H (0.4535, -5.4673, -2.7766)
H (0.7188, -4.6138, -1.2392)
H (2.3354, -6.4870, -1.5553)
H (3.1906, -4.9311, -1.5043)
H (3.7096, -4.8977, -4.9995)
H (4.0501, -4.0879, -3.4618)
H (1.3522, -4.3532, -4.9063)
H (2.2560, -2.8394, -4.7119)

Summary:
HOMO-LUMO gap = 5.34 eV
max |F| = 0.0141 hartree/bohr
total charge = +2
ΔE to the lowest compared entry with this formula, charge and spin = 386.09 kJ/mol
multiplicity = 1